#w
{"formula": "C9H12FIrO4S5Sb", "method": "wB97M-V/def2-TZVPD", "elements": ["Ir", "Sb", "S", "S", "S", "S", "S", "F", "O", "O", "O", "O", "C", "C", "C", "C", "C", "C", "C", "C", "C", "H", "H", "H", "H", "H", "H", "H", "H", "H", "H", "H", "H"], "coordinates": [[1.59, -0.54, 0.32], [1.11, -3.52, 1.47], [2.15, -0.48, -1.95], [-0.37, -1.62, 0.79], [1.00, -3.66, 3.73], [0.81, 1.14, -2.43], [3.17, -2.04, 1.00], [-3.16, 3.31, 3.16], [1.36, 2.24, -1.66], [0.58, -3.35, -2.52], [-0.48, 0.68, -1.97], [0.92, 1.29, -3.86], [-1.72, -2.57, -2.68], [-1.25, 1.98, 3.58], [-1.48, 3.17, 1.49], [1.82, 1.30, 1.48], [-1.95, 2.82, 2.74], [-0.02, 1.50, 3.15], [-0.41, -2.84, -3.40], [-0.25, 2.68, 1.07], [0.51, 1.85, 1.90], [-0.55, -3.58, -4.20], [0.53, 0.82, 3.79], [-1.66, 1.71, 4.54], [-1.58, -1.79, -1.92], [-2.08, 3.80, 0.85], [-2.08, -3.47, -2.19], [-2.48, -2.22, -3.39], [-0.06, -1.91, -3.87], [0.12, 2.90, 0.08], [1.09, -2.59, -2.22], [2.37, 1.95, 0.80], [2.42, 1.03, 2.35]], "mulliken_charge": [1.184, 0.406, -0.588, -0.567, -0.714, 0.904, -0.493, -0.369, -0.592, -0.487, -0.481, -0.651, -0.683, -0.629, -0.815, -1.628, 0.556, -0.360, -0.180, 0.060, 0.470, 0.261, 0.343, 0.398, 0.049, 0.412, 0.276, 0.324, 0.209, 0.330, 0.158, 0.465, 0.433], "orbital_gap_ev": [5.9, 5.9], "multiplicity": 6, "total_charge": -2, "lumo_ev": [4.7726, 3.4646]}

***

#x
{"formula": "C9H12FIrO4S5Sb", "method": "wB97M-V/def2-TZVPD", "elements": ["Ir", "Sb", "S", "S", "S", "S", "S", "F", "O", "O", "O", "O", "C", "C", "C", "C", "C", "C", "C", "C", "C", "H", "H", "H", "H", "H", "H", "H", "H", "H", "H", "H", "H"], "coordinates": [[-0.28, -0.54, 2.01], [-0.30, -0.97, 5.90], [0.05, -2.10, 3.63], [0.32, 4.44, 1.10], [-1.30, 3.04, 1.65], [-0.56, 1.56, 2.88], [-0.35, -2.81, 7.26], [0.46, -1.69, -4.60], [1.54, 3.78, 1.51], [0.13, 4.53, -0.34], [-0.03, 5.64, 1.83], [1.63, -0.41, 0.45], [0.71, 1.36, -1.01], [-1.61, -0.87, -1.74], [1.85, 0.90, -0.13], [0.50, -2.55, -2.40], [-1.59, -1.67, 0.65], [-0.03, -2.54, -1.11], [-1.09, -0.86, -3.03], [-1.09, -1.70, -0.74], [-0.05, -1.70, -3.34], [1.40, -1.01, -0.28], [-1.50, -0.20, -3.79], [-0.24, 1.24, -0.50], [1.32, -3.20, -2.67], [0.39, -3.20, -0.36], [0.82, 2.43, -1.23], [-2.59, -1.24, 0.73], [2.01, 1.58, 0.71], [-2.42, -0.20, -1.49], [-1.57, -2.65, 1.12], [0.68, 0.79, -1.94], [2.78, 0.85, -0.72]], "mulliken_charge": [1.014, 0.190, -0.458, 0.986, -0.249, -0.221, -0.777, -0.380, -0.577, -0.615, -0.607, -0.641, -0.508, -0.409, -0.323, -0.179, -2.100, -0.883, -0.650, 1.198, 0.610, 0.256, 0.363, -0.054, 0.406, 0.313, 0.367, 0.355, 0.279, 0.287, 0.508, 0.258, 0.242], "orbital_gap_ev": [5.1, 6.0], "multiplicity": 6, "total_charge": -2, "lumo_ev": [4.3885, 3.7575]}

***

#x is the least stable structure shown above.